3 unconnected molecules or ions with the total composition C3H12NO4 at a distorted geometry. Source: OMol25; level of theory: ωB97M-V/def2-TZVPD.

* calculated total energy: -477.1016 Ha
* relative energy (zero: lowest compared OMol25 entry of this formula, charge and spin): 0.8647 eV
* 2S+1: 2
* LUMO level (spin up / spin down): 0.007 / 0.006 Eh

CARTESIAN COORDINATES (ANGSTROEM)
O -0.877 2.044 0.256
C -0.215 1.803 -0.835
C 0.524 0.492 -0.959
C 0.152 -0.348 -2.186
O 1.161 -0.146 -3.212
N 0.228 -0.295 0.305
H -0.252 2.392 -1.750
H 1.608 0.534 -0.979
H -0.774 -0.122 -2.683
H 0.205 -1.425 -1.996
H 0.995 0.651 -3.744
H -0.777 -0.303 0.547
H 0.612 -1.232 0.342
H 0.628 0.269 1.058
H -2.213 0.765 2.916
H -1.211 1.487 2.037
O -1.457 0.589 2.345
H 0.710 -3.059 2.413
H 0.358 -1.973 3.522
O 0.598 -2.126 2.602

---

C2H2Cl3P in the gas phase at a distorted geometry. Source: OMol25; level of theory: ωB97M-V/def2-TZVPD.

* calculated total energy: -1799.2735 Ha
* relative energy (zero: lowest compared OMol25 entry of this formula, charge and spin): 2.4913 eV
* structure (SMILES): [H]/P=C(\Cl)C(Cl)Cl
* LUMO level: -0.025 Eh

CARTESIAN COORDINATES (ANGSTROEM)
H -0.327 -2.184 0.851
P 0.969 -1.935 1.239
C 0.925 -0.950 -0.148
Cl -0.370 -0.696 -1.278
C 2.116 -0.141 -0.473
Cl 3.227 -0.263 0.895
Cl 1.559 1.624 -0.470
H 2.444 -0.316 -1.519

---

A molecular structure, C2H16CaO8 at a distorted geometry. Source: OMol25; level of theory: ωB97M-V/def2-TZVPD.

* calculated total energy: -1365.3687 Ha
* relative energy (zero: lowest compared OMol25 entry of this formula, charge and spin): 0.0000 eV
* LUMO level: -0.019 Eh

CARTESIAN COORDINATES (ANGSTROEM)
Ca 14.250 -8.403 3.015
O 15.869 -9.238 1.590
C 16.784 -8.199 1.450
C 16.133 -6.925 1.036
O 15.119 -6.506 1.910
H 17.529 -8.643 0.857
H 17.114 -8.052 2.392
H 15.687 -7.114 0.096
H 16.829 -6.094 0.910
O 12.246 -6.906 2.965
H 11.917 -7.029 2.040
H 12.646 -6.076 3.108
O 12.666 -9.165 4.796
H 11.747 -9.458 4.674
H 12.965 -9.680 5.532
O 15.874 -9.414 4.794
H 15.604 -9.224 5.705
H 15.898 -10.372 4.703
O 14.545 -6.614 4.651
H 13.906 -5.979 5.029
H 15.383 -6.132 4.636
O 13.920 -10.948 2.888
H 13.146 -11.472 3.059
H 14.016 -11.110 1.942
O 13.114 -9.014 0.975
H 12.418 -8.606 0.487
H 13.864 -9.200 0.424

---

A molecular structure, C36H36Cl2N4O5RuSSi at a distorted geometry. Source: OMol25; level of theory: ωB97M-V/def2-TZVPD.

* calculated total energy: -3691.2319 Ha
* relative energy (zero: lowest compared OMol25 entry of this formula, charge and spin): 1.1708 eV
* charge: +2
* LUMO level (spin up / spin down): -0.248 / -0.248 Eh

CARTESIAN COORDINATES (ANGSTROEM)
Ru -1.198 -0.445 0.166
C -2.050 0.189 3.897
C -0.661 0.011 3.404
N -0.300 -0.298 2.170
C 1.081 -0.314 2.147
C 1.559 -0.016 3.383
N 0.449 0.172 4.152
C 2.887 -0.019 4.078
O 3.971 -0.106 3.337
O 2.888 0.061 5.275
C 1.806 -0.712 0.953
O 2.979 -0.556 0.765
O 0.993 -1.305 0.036
H -2.737 -0.140 3.124
H -2.248 1.240 4.114
H -2.217 -0.379 4.812
H 0.516 0.377 5.142
H 3.773 -0.177 2.384
Cl -0.560 0.285 -2.371
C 0.309 1.730 -1.820
Cl 0.121 1.870 -0.049
H -0.123 2.603 -2.289
H 1.359 1.611 -2.052
C -8.721 -1.647 2.023
C -7.507 -0.721 1.993
C -6.364 -1.359 1.215
N -5.176 -0.477 1.139
C -4.533 0.052 0.118
S -3.093 1.009 0.455
N -4.903 -0.085 -1.157
C -6.216 -0.384 -1.759
O -6.261 -1.293 -2.535
C -7.331 0.501 -1.373
C -7.135 1.735 -0.753
C -8.229 2.519 -0.423
C -9.514 2.077 -0.712
C -9.711 0.856 -1.350
C -8.622 0.073 -1.687
H -9.553 -1.174 2.543
H -8.494 -2.584 2.539
H -9.052 -1.884 1.008
H -7.171 -0.513 3.014
H -7.769 0.231 1.532
H -6.688 -1.627 0.218
H -6.048 -2.276 1.717
H -4.808 -0.189 2.032
H -4.220 0.236 -1.827
H -6.139 2.111 -0.556
H -8.077 3.479 0.053
H -10.366 2.694 -0.451
H -10.713 0.522 -1.591
H -8.750 -0.881 -2.186
C -3.908 -3.307 -0.278
C -3.316 -3.767 0.901
C -1.958 -3.632 1.102
C -1.132 -3.037 0.123
C -1.751 -2.581 -1.063
C -3.137 -2.715 -1.251
Si 0.737 -3.053 0.103
C 1.594 -3.582 1.639
C 1.004 -3.489 2.908
C 1.742 -3.759 4.051
C 3.082 -4.117 3.942
C 3.682 -4.207 2.693
C 2.941 -3.952 1.548
C 1.313 -3.635 -1.533
C 0.652 -4.686 -2.179
C 1.018 -5.062 -3.463
C 2.055 -4.400 -4.108
C 2.733 -3.369 -3.471
C 2.364 -2.986 -2.188
H -4.968 -3.459 -0.451
H -3.918 -4.268 1.650
H -1.522 -4.051 1.998
H -1.134 -2.313 -1.913
H -3.588 -2.413 -2.189
H -0.032 -3.190 3.011
H 1.277 -3.688 5.026
H 3.655 -4.333 4.835
H 4.726 -4.480 2.612
H 3.416 -4.040 0.575
H -0.151 -5.218 -1.674
H 0.495 -5.869 -3.962
H 2.340 -4.696 -5.111
H 3.552 -2.865 -3.968
H 2.899 -2.179 -1.695

---

2 unconnected molecules or ions with the total composition C6H10N2O3 at a distorted geometry. Source: OMol25; level of theory: ωB97M-V/def2-TZVPD.

* calculated total energy: -569.7381 Ha
* relative energy (zero: lowest compared OMol25 entry of this formula, charge and spin): 4.6435 eV
* structure (SMILES): [H]/N=C(/N)CO.O=CC#CCO
* LUMO level: 0.013 Eh

CARTESIAN COORDINATES (ANGSTROEM)
H 1.524 1.328 2.964
N 1.403 0.829 2.087
C 0.440 1.347 1.423
N 0.112 0.893 0.173
C -0.359 2.563 1.850
O -1.669 2.475 1.317
H 0.521 -0.042 -0.025
H -0.859 1.053 -0.102
H -0.371 2.607 2.950
H 0.168 3.461 1.470
H -2.057 3.345 1.355
O 1.892 0.301 -2.844
C 1.754 -0.289 -1.802
C 0.592 -1.111 -1.482
C -0.347 -1.788 -1.200
C -1.523 -2.620 -0.875
O -1.371 -3.161 0.412
H 2.521 -0.243 -0.991
H -2.427 -1.960 -0.954
H -1.599 -3.412 -1.655
H -2.180 -3.727 0.602

---

10 unconnected molecules or ions with the total composition C14H48O14 at a distorted geometry. Source: OMol25; level of theory: ωB97M-V/def2-TZVPD.

* calculated total energy: -1615.4900 Ha
* relative energy (zero: lowest compared OMol25 entry of this formula, charge and spin): 0.0000 eV
* structure (SMILES): CC(C)O.CC(C)O.OCCO.OCCO.OCCO.OCCO.O.O.O.O
* LUMO level: -0.005 Eh

CARTESIAN COORDINATES (ANGSTROEM)
C -1.754 -0.856 -0.059
C -0.415 -0.153 -0.038
C -0.525 1.355 -0.060
O 0.412 -0.588 1.040
H -1.698 -1.889 0.286
H -2.224 -0.817 -1.043
H -2.444 -0.360 0.640
H 0.151 -0.423 -0.937
H -1.003 1.690 -0.986
H 0.444 1.836 0.052
H -1.198 1.744 0.717
H 0.034 -0.280 1.874
C 4.995 1.470 0.757
C 4.139 1.591 -0.503
C 4.909 1.351 -1.778
O 3.053 0.659 -0.457
H 4.374 1.570 1.647
H 5.800 2.205 0.755
H 5.433 0.468 0.776
H 3.717 2.608 -0.511
H 4.291 1.577 -2.646
H 5.292 0.333 -1.856
H 5.761 2.035 -1.768
H 2.498 0.868 0.305
O -5.320 -2.183 -2.690
C -4.217 -1.890 -3.572
C -4.238 -2.964 -4.618
O -3.895 -4.229 -4.075
H -5.440 -1.446 -2.088
H -4.397 -0.921 -4.044
H -3.265 -1.931 -3.038
H -3.566 -2.724 -5.440
H -5.253 -3.018 -5.032
H -4.326 -4.300 -3.216
O -0.275 1.243 -4.996
C -0.031 1.672 -3.670
C 1.435 1.945 -3.356
O 1.799 3.324 -3.380
H 0.560 0.949 -5.371
H -0.643 2.551 -3.466
H -0.372 0.888 -2.978
H 2.061 1.329 -4.016
H 1.643 1.638 -2.330
H 1.809 3.646 -4.286
O 1.907 2.208 2.672
C 1.596 3.566 2.351
C 2.884 4.305 2.266
O 3.532 4.368 3.533
H 1.101 1.728 2.915
H 1.102 3.567 1.370
H 0.936 4.021 3.094
H 2.631 5.347 2.041
H 3.526 3.918 1.472
H 3.466 3.497 3.939
O -1.482 -2.617 4.293
C -1.254 -3.099 2.976
C -0.177 -4.159 2.933
O 1.109 -3.606 3.161
H -0.629 -2.377 4.668
H -2.189 -3.570 2.655
H -1.037 -2.256 2.309
H -0.205 -4.713 1.992
H -0.381 -4.850 3.758
H 1.540 -3.495 2.307
O 0.041 0.376 3.734
H -0.847 0.574 4.055
H 0.535 0.087 4.509
O -4.499 0.039 3.108
H -5.446 -0.035 2.969
H -4.122 -0.624 2.518
O 1.702 -3.102 0.377
H 1.754 -3.222 -0.575
H 1.102 -2.350 0.496
O -5.284 -1.999 0.723
H -4.938 -1.597 -0.078
H -6.087 -1.505 0.920

---

A gas-phase ion, C3H5N6 (charge +1) at a distorted geometry. Source: OMol25; level of theory: ωB97M-V/def2-TZVPD.

* calculated total energy: -445.3786 Ha
* relative energy (zero: lowest compared OMol25 entry of this formula, charge and spin): 3.5022 eV
* charge: +1
* structure (SMILES): c1ncn[nH+]nc[nH]n1
* LUMO level (spin up / spin down): -0.207 / -0.207 Eh

CARTESIAN COORDINATES (ANGSTROEM)
C -0.760 1.347 0.075
N -1.865 0.604 -0.109
C -2.020 -0.681 -0.119
N -1.049 -1.558 -0.096
N 0.014 -1.133 0.429
N 1.197 -1.375 -0.101
C 2.013 -0.401 -0.208
N 1.549 0.871 0.125
N 0.315 0.797 0.647
H -0.889 2.350 -0.301
H -3.015 -1.008 -0.380
H -0.088 -1.018 1.487
H 2.898 -0.414 -0.881
H 1.700 1.618 -0.569

---

A molecular structure, C46H50AsCsN8O6STe at a distorted geometry. Source: OMol25; level of theory: ωB97M-V/def2-TZVPD.

* calculated total energy: -5594.4749 Ha
* relative energy (zero: lowest compared OMol25 entry of this formula, charge and spin): 0.9822 eV
* charge: -2
* LUMO level: 0.086 Eh

CARTESIAN COORDINATES (ANGSTROEM)
Cs -0.711 1.012 -0.468
O 6.821 -3.888 -4.325
N 6.088 -2.937 -4.545
O 6.207 -2.222 -5.522
C 4.980 -2.676 -3.564
C 4.965 -3.552 -2.522
C 3.937 -3.460 -1.536
C 3.845 -4.360 -0.455
C 2.789 -4.236 0.409
C 1.842 -3.222 0.178
N 1.931 -2.353 -0.803
C 2.963 -2.457 -1.659
C 3.046 -1.497 -2.744
N 2.112 -0.528 -2.728
C 2.175 0.408 -3.643
C 3.130 0.410 -4.666
C 4.059 -0.597 -4.728
C 4.050 -1.594 -3.732
H 5.706 -4.332 -2.449
H 4.592 -5.134 -0.333
H 2.649 -4.899 1.252
H 0.974 -3.147 0.827
H 1.441 1.206 -3.590
H 3.134 1.216 -5.386
H 4.801 -0.601 -5.505
O -7.374 0.196 -1.907
C -6.595 1.170 -1.330
O -6.877 2.322 -1.477
C -5.485 0.635 -0.527
C -5.555 -0.416 0.380
N -4.326 -0.553 0.906
N -3.462 0.306 0.376
C -4.134 1.058 -0.478
C -3.377 1.984 -1.454
O -3.613 1.758 -2.646
O -2.523 2.746 -0.946
H -6.900 -0.641 -1.822
H -6.375 -1.030 0.715
H -3.938 -1.344 1.426
N 0.945 -0.901 2.856
H 0.355 -1.662 3.181
H 1.906 -1.116 3.095
H 0.875 -0.933 1.844
C 1.207 3.008 3.368
C 0.105 2.232 4.064
As -1.328 1.762 2.787
C -2.431 0.548 3.886
C -2.727 0.970 5.312
C -2.331 3.444 3.024
C -3.679 3.416 2.325
H 1.977 3.344 4.070
H 0.829 3.899 2.859
H 1.703 2.403 2.606
H -0.323 2.809 4.890
H 0.480 1.287 4.460
H -1.910 -0.413 3.860
H -3.355 0.399 3.321
H -1.812 1.067 5.900
H -3.360 0.233 5.813
H -3.245 1.932 5.351
H -1.701 4.235 2.609
H -2.423 3.645 4.097
H -3.552 3.317 1.246
H -4.247 4.332 2.517
H -4.294 2.579 2.665
C 0.349 -2.744 -4.675
C -0.733 -2.533 -3.672
C -2.080 -2.828 -3.675
C -2.564 -2.371 -2.438
N -1.585 -1.833 -1.722
N -0.489 -1.940 -2.489
C -3.959 -2.370 -1.923
H -0.028 -3.306 -5.530
H 1.185 -3.304 -4.249
H 0.744 -1.795 -5.044
H -2.631 -3.304 -4.468
H 0.393 -1.586 -2.128
H -4.566 -3.125 -2.427
H -4.412 -1.390 -2.085
H -3.966 -2.581 -0.854
C -0.140 7.499 1.908
C 1.188 7.090 1.882
C 1.577 6.016 1.103
C 0.645 5.322 0.325
C -0.688 5.743 0.357
C -1.074 6.818 1.142
C 1.014 4.153 -0.495
C 2.208 3.605 -0.518
C 3.105 2.659 -0.904
C 3.987 2.799 -2.025
C 4.969 1.877 -2.295
C 5.170 0.735 -1.520
C 4.305 0.565 -0.433
C 3.317 1.463 -0.133
H -0.444 8.336 2.526
H 1.925 7.611 2.484
H 2.604 5.671 1.077
H -1.421 5.193 -0.223
H -2.116 7.116 1.160
H 0.143 3.794 -1.065
H 3.895 3.680 -2.651
H 5.606 2.062 -3.157
H 5.957 0.026 -1.738
H 4.401 -0.310 0.206
H 2.686 1.288 0.733
Te -1.998 -3.212 1.830
C -2.250 -3.142 3.935
C -3.360 -2.827 4.677
C -3.130 -2.831 6.072
C -1.844 -3.150 6.400
S -0.924 -3.445 4.983
H -4.309 -2.584 4.222
H -3.889 -2.600 6.807
H -1.426 -3.211 7.391

---

A molecular structure, C36H10Cl5F15GeN3O2RhS. Source: OMol25; level of theory: ωB97M-V/def2-TZVPD.

* calculated total energy: -8077.1881 Ha
* relative energy (zero: lowest compared OMol25 entry of this formula, charge and spin): 0.0287 eV
* 2S+1: 5
* LUMO level (spin up / spin down): -0.011 / -0.088 Eh

CARTESIAN COORDINATES (ANGSTROEM)
Rh -1.358 0.360 -0.941
O -4.602 -2.118 0.111
C -3.726 -1.265 0.046
N -3.025 -0.921 -1.045
C -3.351 -1.641 -2.250
C -2.529 -1.134 -3.400
C -2.657 -1.653 -4.684
C -1.879 -1.134 -5.700
C -0.982 -0.111 -5.417
C -0.901 0.346 -4.120
N -1.667 -0.153 -3.143
C -3.366 -0.444 1.258
C -4.098 -0.536 2.429
C -3.778 0.315 3.473
C -2.745 1.225 3.313
C -2.048 1.241 2.117
N -2.352 0.412 1.118
H -4.415 -1.536 -2.493
H -3.180 -2.717 -2.123
H -3.361 -2.454 -4.867
H -1.964 -1.525 -6.705
H -0.351 0.317 -6.182
H -0.202 1.122 -3.829
H -4.899 -1.259 2.479
H -4.333 0.273 4.402
H -2.474 1.916 4.100
H -1.238 1.939 1.939
Cl -1.385 6.995 -4.199
C -1.056 5.527 -3.368
C -2.095 4.805 -2.786
Cl -3.715 5.364 -2.905
C -1.818 3.626 -2.108
Cl -3.088 2.692 -1.403
C -0.512 3.129 -1.977
O -0.239 2.029 -1.327
C 0.516 3.861 -2.605
Cl 2.108 3.216 -2.538
C 0.250 5.044 -3.279
Cl 1.535 5.914 -4.016
F 4.744 -0.674 0.031
C 4.133 0.481 0.332
C 2.808 0.489 0.727
C 2.251 1.731 0.980
F 0.951 1.816 1.316
C 2.962 2.909 0.891
F 2.380 4.080 1.139
C 4.293 2.860 0.511
F 4.996 3.980 0.404
C 4.882 1.641 0.226
F 6.158 1.592 -0.154
Ge 1.674 -1.107 0.791
S 0.483 -1.143 -1.037
C 2.797 -2.706 0.985
C 2.736 -3.840 0.194
F 1.897 -3.913 -0.841
C 3.540 -4.945 0.433
F 3.464 -6.020 -0.348
C 4.430 -4.927 1.492
F 5.203 -5.978 1.728
C 4.511 -3.811 2.309
F 5.363 -3.792 3.332
C 3.693 -2.732 2.040
F 3.779 -1.662 2.847
C 0.601 -1.171 2.444
C -0.458 -2.064 2.504
F -0.777 -2.792 1.427
C -1.214 -2.256 3.646
F -2.231 -3.114 3.660
C -0.904 -1.535 4.785
F -1.637 -1.679 5.882
C 0.162 -0.654 4.776
F 0.459 0.036 5.875
C 0.900 -0.494 3.616
F 1.950 0.329 3.686

---

A molecular structure, CH4NO2Si at a distorted geometry. Source: OMol25; level of theory: ωB97M-V/def2-TZVPD.

* calculated total energy: -535.1065 Ha
* relative energy (zero: lowest compared OMol25 entry of this formula, charge and spin): 5.5365 eV
* charge: -1
* LUMO level (spin up / spin down): 0.044 / 0.044 Eh

CARTESIAN COORDINATES (ANGSTROEM)
C -1.457 3.764 -1.438
N 0.319 -1.845 1.871
O -1.868 4.767 -0.930
O -0.971 3.500 -2.556
Si -0.738 2.104 -0.715
H 1.341 -1.654 1.822
H 0.227 -2.813 1.506
H -0.764 0.835 -1.436
H 0.753 2.645 -0.855

---

C17H29NOS in the gas phase at a distorted geometry. Source: OMol25; level of theory: ωB97M-V/def2-TZVPD.

* calculated total energy: -1193.3262 Ha
* relative energy (zero: lowest compared OMol25 entry of this formula, charge and spin): 0.0000 eV
* structure (SMILES): CCCCN[C@H](C)[C@@H](O)c1ccc(SCC(C)C)cc1
* LUMO level: 0.029 Eh

CARTESIAN COORDINATES (ANGSTROEM)
C 3.800 -5.833 1.776
C 2.470 -5.307 1.165
C 2.708 -4.168 0.185
C 1.379 -3.618 -0.336
N 1.699 -2.490 -1.180
C 0.885 -2.147 -2.347
C 1.731 -1.186 -3.170
C -0.481 -1.523 -1.980
O -1.353 -2.409 -1.245
C -0.364 -0.234 -1.143
C -0.513 1.037 -1.766
C -0.531 2.202 -1.037
C -0.448 2.190 0.364
S -0.516 3.668 1.288
C -2.254 4.099 0.922
C -2.730 5.258 1.831
C -4.251 5.394 1.641
C -2.058 6.584 1.466
C -0.373 0.945 0.997
C -0.262 -0.258 0.268
H 4.289 -5.000 2.318
H 3.583 -6.631 2.457
H 4.419 -6.251 1.003
H 1.843 -4.875 1.966
H 1.906 -6.072 0.647
H 3.228 -3.378 0.684
H 3.341 -4.508 -0.652
H 0.782 -3.298 0.510
H 0.854 -4.436 -0.904
H 1.935 -1.682 -0.638
H 0.682 -3.042 -2.945
H 1.191 -0.915 -4.081
H 1.953 -0.290 -2.583
H 2.644 -1.671 -3.454
H -0.967 -1.329 -2.940
H -1.022 -2.445 -0.372
H -0.623 1.139 -2.853
H -0.696 3.173 -1.531
H -2.891 3.234 1.055
H -2.301 4.408 -0.124
H -2.544 5.080 2.903
H -4.562 5.279 0.579
H -4.609 6.363 2.023
H -4.737 4.563 2.140
H -2.394 6.966 0.522
H -2.309 7.270 2.257
H -0.975 6.411 1.421
H -0.383 0.904 2.083
H -0.174 -1.174 0.808